No. 1
The following is a quantum chemistry calculation of a molecular structure, C46H54Cl2N3O4S5SbSiTi, from OMol25.

Cartesian coordinates (Å):
Ti -0.99289 0.97102 2.40624
S -3.61899 7.43442 1.99684
C -2.90649 5.98662 1.62484
S -3.76159 4.64092 0.90204
C -2.42509 3.49012 1.00184
C -1.24249 3.96602 1.45474
S 0.18511 2.99192 1.57974
S -1.20899 5.67062 1.89774
S -2.69089 1.82982 0.62164
Cl -2.76049 2.33462 3.77724
C -3.52249 0.83002 4.29044
Cl -2.46869 0.09702 5.51804
C -3.54249 -0.19008 3.11594
O -4.58369 -0.79508 2.90674
O -2.41459 -0.32308 2.55874
H -4.50389 1.02552 4.72484
C -3.62349 3.05442 -4.79956
C -2.43889 2.65862 -5.62446
C -2.47059 2.80762 -7.00486
C -1.39239 2.43172 -7.78656
C -0.25599 1.92392 -7.18496
C -0.22189 1.78572 -5.80846
C -1.30429 2.12482 -5.01336
Sb -1.27489 1.73132 -2.82846
C -2.72819 0.08762 -3.14726
C -3.84209 0.28272 -2.33506
C -4.89129 -0.61748 -2.30616
C -4.84179 -1.74218 -3.11006
C -3.75349 -1.93338 -3.93766
C -2.69509 -1.02828 -3.97286
C -1.56499 -1.32278 -4.91136
C 0.92611 1.44772 -2.90726
C 1.51851 2.70512 -2.83416
C 2.89101 2.86682 -2.79866
C 3.70541 1.74622 -2.80976
C 3.12871 0.49202 -2.86886
C 1.74561 0.32472 -2.92246
C 1.20601 -1.06768 -3.03736
H -4.31869 3.66512 -5.37286
H -3.29839 3.61622 -3.92356
H -4.14279 2.16072 -4.45156
H -3.35249 3.22382 -7.48036
H -1.43829 2.54382 -8.86176
H 0.60111 1.63632 -7.78246
H 0.67511 1.39802 -5.34506
H -3.87769 1.15002 -1.68866
H -5.72269 -0.44808 -1.63646
H -5.64249 -2.46908 -3.08606
H -3.70739 -2.81048 -4.57266
H -0.99079 -2.17298 -4.54426
H -0.90789 -0.46548 -5.00766
H -1.95279 -1.57928 -5.89866
H 0.88261 3.58542 -2.81506
H 3.31871 3.86102 -2.75026
H 4.78361 1.85122 -2.76686
H 3.75871 -0.38988 -2.87346
H 1.38641 -1.45468 -4.04236
H 0.14061 -1.07388 -2.83966
H 1.70561 -1.72788 -2.32906
C 0.99751 -2.11768 4.66814
C 0.65121 -2.79018 3.33894
C 1.28371 -4.17968 3.27674
C -0.86659 -2.96748 3.28624
Si 1.17771 -1.67608 1.83664
O 0.28821 -0.38258 1.74814
C 1.20251 -2.90228 0.34054
C 0.05051 -3.40928 -0.25446
C 0.10641 -4.36328 -1.25596
C 1.32431 -4.84638 -1.69826
C 2.48411 -4.35598 -1.12466
C 2.41781 -3.40418 -0.12366
C 3.04211 -1.21248 1.83414
C 3.46941 -0.33768 0.83674
C 4.80831 -0.08608 0.61284
C 5.76951 -0.70798 1.39184
C 5.37121 -1.55778 2.40864
C 4.02561 -1.80248 2.62044
H 0.67551 -2.73378 5.51204
H 0.48781 -1.15728 4.73424
H 2.06861 -1.94758 4.76534
H 0.95201 -4.79268 4.11824
H 2.36951 -4.12348 3.29764
H 0.98961 -4.67578 2.35344
H -1.23139 -3.49278 4.17254
H -1.15989 -3.53888 2.40754
H -1.35249 -1.99568 3.23774
H -0.90979 -3.03088 0.05054
H -0.81319 -4.72658 -1.69116
H 1.37541 -5.59228 -2.48136
H 3.44851 -4.71688 -1.45996
H 3.34371 -3.05168 0.30534
H 2.73141 0.15332 0.22064
H 5.10331 0.57812 -0.18576
H 6.82241 -0.53578 1.21434
H 6.11431 -2.05098 3.02424
H 3.74501 -2.47818 3.41564
C 0.05351 2.18622 6.54734
N 1.22061 2.00542 5.71694
C 2.40661 1.62512 6.44874
C 1.03461 1.47912 4.43574
C 2.24901 1.31402 3.56974
O -0.13749 1.23262 4.00244
H 0.27871 2.91662 7.32674
H -0.27549 1.25372 7.02324
H -0.75829 2.56902 5.93294
H 2.51311 2.28722 7.30764
H 3.28751 1.73012 5.82194
H 2.34831 0.59272 6.81964
H 2.83851 2.23102 3.53264
H 1.90681 1.08372 2.56044
H 2.89501 0.49672 3.90004
N -1.77659 -1.02098 -0.36376
N -0.73909 -0.12588 -0.80616
H -1.80799 -1.04468 0.66224
H -2.66529 -0.63278 -0.67756
H 0.13281 -0.65078 -0.73156
H -0.63259 0.66132 -0.14296

For the LUMO energy (spin up / spin down), the calculation gives 4.0 / 4.0 eV. As for the multiplicity: 3. The value obtained for the relative energy (zero: lowest compared OMol25 entry of this formula, charge and spin) is 1.7783 eV. Its frontier orbital gap (spin up / spin down) is 3.915 / 5.784 eV. The expectation value of S² is 2.013. The total charge is -2.



No. 2
The following is a quantum chemistry calculation of a single C5H7N molecule, from OMol25.

Cartesian coordinates (Å):
C -0.85792 -1.10328 0.23018
C -0.78348 -0.57218 -0.99401
C -0.00488 0.70941 -0.96628
N 1.35617 0.30508 -0.82816
C 0.26729 0.89189 0.44575
C 0.00804 -0.36322 1.22802
H -1.45480 -1.95799 0.51082
H -1.08694 -1.01168 -1.93231
H -0.31096 1.57003 -1.55897
H 2.22047 0.76249 -0.65970
H 0.04020 1.85945 0.94273
H -0.38607 -0.24590 2.24574
H 0.99290 -0.84410 1.33620

For the LUMO energy, the calculation gives 1.2 eV. The SMILES is C1=C[C@@H]2N[C@@H]2C1. The value obtained for the relative energy (zero: lowest compared OMol25 entry of this formula, charge and spin) is 3.7503 eV. Its frontier orbital gap is 10.166 eV. The total charge is 0.



No. 3
The following is a quantum chemistry calculation of 3 unconnected molecules or ions with the total composition C14H34N4O4, from OMol25.

Cartesian coordinates (Å):
N 5.64272 -5.05312 1.73047
C 4.45866 -4.65058 0.87882
C 3.17949 -4.43650 1.93424
C 2.22235 -3.55863 0.88212
C 0.90396 -3.16670 1.77359
C -0.32575 -4.16010 1.22790
O 0.20390 -5.54966 1.24549
C 3.33298 -2.41834 0.49290
O 3.30495 -1.08351 0.49395
N 4.53062 -3.31380 0.11270
H 5.43691 -4.66925 2.68967
H 5.55572 -6.11041 1.81581
H 4.03806 -5.54267 0.22300
H 2.71549 -5.39073 2.42979
H 3.48819 -3.62139 2.74996
H 2.01242 -4.08533 -0.14192
H 1.13263 -3.47452 2.89045
H 0.53227 -2.06275 1.65783
H -1.27820 -4.01141 1.90192
H -0.56819 -3.81308 0.13647
H 0.61546 -5.78022 0.34244
H 4.17675 -3.66089 -0.82269
C 0.11229 -1.36508 -2.58048
O -1.00116 -1.79185 -1.81003
C -1.43877 -0.84688 -0.82902
C -2.35908 0.26556 -1.38321
C -1.60876 1.34836 -2.15519
N -3.41644 -0.28883 -2.24132
H 0.80777 -0.75284 -1.99889
H -0.23192 -0.82056 -3.46174
H 0.64371 -2.25379 -2.93098
H -2.01606 -1.42748 -0.10000
H -0.58361 -0.42910 -0.28350
H -2.83533 0.75451 -0.52485
H -1.30328 1.02135 -3.15231
H -2.24813 2.22927 -2.29247
H -0.71447 1.66965 -1.61117
H -3.97541 -0.94052 -1.69050
H -2.96085 -0.88873 -2.93519
C -2.31810 5.67148 -1.66468
O -1.92199 4.52908 -0.92070
C -0.88694 4.77571 0.03571
C -1.38571 5.36715 1.37475
C -1.72631 6.85342 1.29479
N -2.55436 4.63476 1.88423
H -1.48108 6.34776 -1.86167
H -3.11933 6.19668 -1.14142
H -2.72019 5.33069 -2.62241
H -0.44327 3.79564 0.24655
H -0.08956 5.38753 -0.40396
H -0.57179 5.26276 2.10230
H -2.67631 7.04236 0.78854
H -1.81427 7.27779 2.30267
H -0.94191 7.40787 0.76920
H -2.29120 3.65972 2.02771
H -3.23957 4.59021 1.12435

For the LUMO energy, the calculation gives 0.1 eV. The SMILES is N[C@H]1C[C@@H](CCO)C(=O)N1.COC[C@@H](C)N.COC[C@@H](C)N. Its frontier orbital gap is 9.376 eV. The total charge is 0.



No. 4
The following is a quantum chemistry calculation of a single CClIS molecule, from OMol25.

Cartesian coordinates (Å):
C 0.17035 1.07757 -0.09895
S -1.17552 0.30278 0.01163
Cl -1.12116 -1.84249 0.01333
I 2.12633 0.46213 0.07399

For the LUMO energy (spin up / spin down), the calculation gives -0.9 / -3.2 eV. As for the multiplicity: 3. The value obtained for the relative energy (zero: lowest compared OMol25 entry of this formula, charge and spin) is 1.2119 eV. Its frontier orbital gap (spin up / spin down) is 6.390 / 6.864 eV. The expectation value of S² is 2.023. The total charge is 0.



No. 5
The following is a quantum chemistry calculation of 11 unconnected molecules or ions with the total composition C22H68ClN16O14, from OMol25.

Cartesian coordinates (Å):
Cl -1.93170 0.80360 0.46551
O -3.04803 1.59336 0.61057
O -1.37586 0.24077 1.71097
O -2.24382 -0.31326 -0.40292
O -0.89627 1.57658 -0.14247
C -6.25359 -2.76814 5.13517
O -5.80477 -3.89816 5.10841
N -5.79279 -1.75709 4.48676
N -7.08895 -2.41988 6.06019
H -5.20554 -1.96569 3.69194
H -6.04178 -0.83927 4.82692
H -7.47108 -1.50362 5.87430
H -7.65212 -3.06539 6.59523
C 6.41895 3.28594 1.33210
O 6.62041 2.22973 0.73226
N 7.25730 4.23311 1.52657
N 5.19507 3.71567 1.71152
H 6.98712 5.07313 2.01797
H 8.05951 4.21710 0.91314
H 4.44523 3.31965 1.16288
H 5.09147 4.26175 2.55482
C -6.39990 -4.89376 -2.37897
O -7.53260 -5.30517 -2.68247
N -5.48244 -4.58144 -3.28526
N -6.14367 -4.47524 -1.19205
H -5.65400 -4.91140 -4.22430
H -4.80554 -3.86840 -3.05400
H -6.93924 -4.48719 -0.56994
H -5.26636 -4.07909 -0.88630
C -3.36496 6.48684 5.61992
O -3.27703 7.16406 6.60346
N -2.58777 6.52446 4.52793
N -4.15102 5.48404 5.44133
H -1.96675 7.31664 4.44496
H -2.64490 5.75502 3.87617
H -4.01790 4.85049 4.66608
H -4.64036 5.14632 6.25778
C 4.63388 1.48394 7.07418
O 3.78834 2.05529 7.70250
N 5.91910 1.66114 7.23137
N 4.29509 0.79103 6.06726
H 6.55281 1.09776 6.68264
H 6.03713 2.33017 7.97874
H 4.93395 0.34021 5.42795
H 3.33708 1.03205 5.85697
C -4.88433 3.13511 -5.39637
O -5.34724 3.78243 -6.34302
N -4.19377 3.66593 -4.47360
N -4.85068 1.82456 -5.35159
H -4.21288 4.63146 -4.17783
H -3.68394 3.14590 -3.77378
H -4.39660 1.33166 -4.59598
H -5.31294 1.24856 -6.04053
C 0.45850 -1.01786 -6.81760
C 0.60545 -0.63782 -8.29613
C -0.52289 -1.15368 -9.30213
O -0.74052 -2.55222 -9.19636
C 0.32061 -3.41630 -9.46470
N 0.73148 0.80804 -8.45471
H 1.16060 -0.44837 -6.20863
H 0.49571 -2.09705 -6.66900
H -0.41105 -0.59322 -6.31595
H 1.54451 -1.02261 -8.69388
H -0.14598 -0.92543 -10.29910
H -1.43618 -0.57258 -9.17433
H 1.20176 -3.35344 -8.82617
H 0.73609 -3.05216 -10.40432
H -0.09920 -4.40718 -9.63794
H 0.18111 1.10778 -7.66266
H 0.27498 1.19452 -9.26854
C 1.42951 -6.52012 10.22958
C -0.04451 -6.46042 9.67223
C -0.39638 -6.86506 8.14769
O 0.47283 -6.13153 7.25210
C 0.06568 -4.75022 7.20416
N -0.80426 -7.27169 10.55997
H 2.10703 -6.11298 9.47906
H 1.85493 -7.50254 10.43445
H 1.56071 -5.91502 11.12665
H -0.33689 -5.41395 9.75902
H -1.46066 -6.72049 7.96194
H -0.08707 -7.86311 7.83734
H 0.39551 -4.42417 6.21775
H 0.65530 -4.22363 7.95459
H -0.98469 -4.49288 7.34052
H -0.59659 -7.07763 11.52915
H -0.67654 -8.25926 10.39120
C 0.84720 7.33844 -2.57583
C 0.37525 8.48675 -3.43558
C -1.01459 8.97302 -3.04718
O -1.47668 10.07930 -3.80291
C -2.84044 10.41758 -3.49770
N 1.30029 9.50226 -3.43053
H 1.92694 7.19052 -2.59499
H 0.28201 6.47791 -2.93383
H 0.58885 7.54315 -1.53687
H 0.33142 8.11061 -4.45768
H -1.03421 9.27882 -2.00114
H -1.71764 8.14008 -3.04058
H -3.55493 9.69299 -3.88827
H -3.17998 11.39159 -3.84999
H -3.08045 10.41558 -2.43445
H 2.14665 9.22783 -3.90851
H 0.95451 10.26822 -3.99075
C 5.23026 -6.17544 -4.75461
C 5.60449 -5.23568 -3.52203
C 4.56575 -4.88816 -2.43609
O 5.00086 -4.09922 -1.26122
C 3.82502 -3.48568 -0.65268
N 6.73184 -5.77931 -2.80085
H 4.61692 -5.59554 -5.44428
H 4.74094 -7.10541 -4.46512
H 6.17524 -6.35424 -5.26758
H 6.02635 -4.28369 -3.84432
H 4.20772 -5.89830 -2.23725
H 3.88665 -4.36152 -3.10658
H 4.10447 -3.05924 0.31072
H 3.04556 -4.19573 -0.37628
H 3.32842 -2.75533 -1.29149
H 7.15880 -6.26666 -3.57565
H 6.37821 -6.55389 -2.25766

For the LUMO energy, the calculation gives 1.7 eV. The value obtained for the relative energy (zero: lowest compared OMol25 entry of this formula, charge and spin) is 7.0308 eV. Its frontier orbital gap is 8.034 eV. The total charge is -1.



No. 6
The following is a quantum chemistry calculation of a molecular structure, C23H64AsF8N6O11S2, from OMol25.

Cartesian coordinates (Å):
As 1.25153 0.04080 0.01684
F -0.11907 1.19035 -0.33781
F 2.42669 1.36255 -0.26828
F 2.53745 -1.00717 0.31552
F 0.06439 -1.23888 0.10931
F 1.28889 -0.19928 -1.80276
F 1.20344 0.48935 1.68780
C -0.75835 4.08411 1.99384
C 0.28202 4.55847 1.01314
C 1.55180 4.14066 1.50696
O 2.59300 4.61745 0.71305
C 3.79538 4.40345 1.47380
N 0.01502 3.90902 -0.29612
H 0.04179 2.88829 -0.37862
H -0.89015 4.20728 -0.62501
H 0.66701 4.27794 -0.99695
H -0.47143 4.51628 2.91917
H -0.68650 2.95563 2.11450
H -1.77934 4.26342 1.67572
H 0.26936 5.63914 0.81433
H 1.61887 3.00804 1.53426
H 1.65972 4.44339 2.54784
H 3.64801 3.46500 2.03045
H 3.98801 5.22204 2.17398
H 4.53819 4.34446 0.71740
C 0.37431 -3.34042 6.04670
C -0.34607 -2.77098 7.28543
C -1.50309 -1.82464 6.85074
O -2.47025 -2.54764 6.11227
C -3.21797 -1.79962 5.16368
N -1.11160 -3.86083 8.03170
H -1.95229 -4.07791 7.47655
H -0.59643 -4.79019 8.08268
H -1.44087 -3.53080 8.98089
H 1.28913 -3.90162 6.25283
H 0.68844 -2.47858 5.47596
H -0.38163 -3.91377 5.53330
H 0.28690 -2.24080 7.95328
H -1.13269 -0.95211 6.26789
H -1.99141 -1.41527 7.71173
H -3.74602 -0.95437 5.69844
H -3.84411 -2.54122 4.68343
H -2.62582 -1.35095 4.35753
C 0.53482 4.04836 -6.15419
C 0.62178 3.69036 -4.78502
O -0.02670 3.98396 -3.86030
N 1.84354 2.58004 -4.54421
H 1.33160 1.73156 -4.71159
H 2.64600 2.55476 -5.17122
C 2.15190 2.57553 -3.06669
H 0.01511 3.37835 -6.86420
H 1.47019 4.27578 -6.57812
H -0.11137 4.93436 -6.15447
H 2.95849 1.89322 -2.89526
H 1.23044 2.38265 -2.55919
H 2.43622 3.62891 -2.84488
C -5.72586 -6.08416 -1.26593
O -5.41659 -4.74517 -1.27569
C -4.03527 -4.38117 -1.03837
C -4.02366 -2.97240 -1.63007
N -4.94768 -2.13474 -0.76787
H -5.45382 -1.40191 -1.33567
H -5.73758 -2.76480 -0.44953
C -4.30133 -1.48112 0.40036
C -5.23179 -1.33014 1.57970
O -4.58465 -0.70100 2.64006
C -4.48787 0.74479 2.38721
H -5.47221 -6.63929 -0.38665
H -5.28063 -6.61049 -2.10335
H -6.84736 -6.15301 -1.32193
H -3.33765 -5.03462 -1.56161
H -3.80732 -4.37236 0.00965
H -4.42967 -3.05557 -2.65490
H -3.03566 -2.47379 -1.59566
H -3.96787 -0.49899 0.07368
H -3.45397 -2.09094 0.64188
H -5.65317 -2.29329 1.90013
H -6.09644 -0.74178 1.29821
H -3.87851 1.14417 3.19310
H -5.50613 1.10692 2.52172
H -4.14567 0.94836 1.36938
C 3.84827 -0.40424 -4.80974
O 4.35775 -0.77649 -3.51207
C 3.91121 -1.98453 -2.87831
C 4.72602 -2.11706 -1.61925
N 6.21008 -2.06385 -1.97898
H 6.63714 -2.84271 -2.54653
H 6.24745 -1.28533 -2.61031
C 7.07759 -1.78415 -0.84596
C 6.91715 -0.33710 -0.48434
O 7.30404 0.23555 -1.75777
C 7.21063 1.64690 -1.89083
H 3.99675 -1.14174 -5.58095
H 4.40847 0.46752 -5.13399
H 2.75579 -0.26444 -4.72821
H 4.08200 -2.76419 -3.56045
H 2.85222 -1.87674 -2.62488
H 4.58161 -3.03287 -1.09837
H 4.61883 -1.32483 -0.90318
H 8.11616 -2.01817 -1.17229
H 6.92116 -2.48680 -0.04565
H 7.70298 -0.08756 0.24684
H 6.01513 0.12760 -0.05886
H 7.66757 1.92256 -2.86968
H 7.90572 2.13016 -1.18240
H 6.21422 2.04104 -1.61483
N -5.23116 2.26519 -2.79757
S -3.84175 2.01921 -2.13592
O -2.73527 1.41554 -2.88064
O -4.01445 1.56587 -0.78446
F -3.31852 3.55101 -2.05314
S -6.26026 1.19515 -3.26870
O -6.22986 0.10721 -2.32517
O -6.42336 0.86153 -4.63560
F -7.48921 2.10933 -2.91375

For the LUMO energy, the calculation gives -6.3 eV. Its frontier orbital gap is 7.934 eV. The total charge is +3.



No. 7
The following is a quantum chemistry calculation of a single C4H5NO molecule, from OMol25.

Cartesian coordinates (Å):
C -0.93897 -0.03321 -2.86423
C -0.69826 -0.08439 -1.68544
C -0.45306 -0.40741 -0.27476
O -0.87807 -1.44985 0.19378
N 0.27228 0.49151 0.44066
C 0.72287 0.13416 1.77372
H -1.17119 -0.03367 -3.90783
H 0.66098 1.29796 -0.02820
H 0.79315 1.02713 2.39862
H 1.68994 -0.38330 1.74492
H 0.00034 -0.55895 2.20877

For the LUMO energy, the calculation gives 0.9 eV. The SMILES is C#CC(=O)NC. The value obtained for the relative energy (zero: lowest compared OMol25 entry of this formula, charge and spin) is 1.6950 eV. Its frontier orbital gap is 10.891 eV. The total charge is 0.



One value per record, in order, for molar mass: 1141.9; 81.1; 322.5; 206.4; 816.3; 891.8; 83.1 g/mol.
One value per record, in order, for calculated total energy: -177996.2079; -6784.7623; -29214.2049; -32490.9328; -88937.4356; -160576.5479; -7764.8315 eV.
One value per record, in order, for F_max: 1.917; 3.048; 8.769; 4.575; 7.568; 3.068; 0.568 eV/Å.